(1)
Computed, not measured: a cluster of 2 separate species, CH2Cl3N3O2 in total at a distorted geometry, with the ωB97M-V functional and the def2-TZVPD basis.

Geometry as XYZ:
```
11
CH2Cl3N3O2, DFT the ωB97M-V functional and the def2-TZVPD basis
O -0.83285 2.31988 -0.02640
N -0.63721 1.15030 -0.29466
Cl 0.30397 0.89622 -1.92958
C -1.40339 -0.03296 0.03794
N -0.02902 0.05385 0.62729
Cl -0.02159 0.60289 2.22180
H -1.54952 -0.61072 -0.77521
H -2.28250 0.17044 0.60179
O 1.19558 -2.18951 -0.22007
N 2.28436 -1.97128 0.08998
Cl 2.97217 -0.38911 -0.33289
```

Summary:
- E_LUMO (eV) = -0.86
- highest occupied orbital energy (Ha) = -0.3655
- 2S+1 = 1
- total energy (eV) = -47193.083
- HOMO-LUMO gap (eV) = 9.09



(2)
Computed, not measured: the molecule C17H12ClN5O at a distorted geometry, with the ωB97M-V functional and the def2-TZVPD basis.

Geometry as XYZ:
```
36
C17H12ClN5O, DFT the ωB97M-V functional and the def2-TZVPD basis
Cl -3.03933 -3.58468 -0.06836
C -1.94136 -3.22803 1.22560
C -2.13760 -3.81299 2.49802
C -1.23114 -3.52267 3.51831
C -0.17212 -2.64096 3.29217
C 0.05057 -2.12152 2.02212
C -0.83700 -2.41364 0.94403
C -0.53444 -1.91762 -0.44172
N -0.05971 -0.50780 -0.46320
N 1.25309 -0.14770 -0.45552
C 1.36529 1.12168 -0.72856
C 2.58807 1.85363 -1.01682
N 2.50288 3.18535 -1.28538
C 3.64588 3.83854 -1.58744
C 4.85813 3.19449 -1.67361
C 4.87355 1.84520 -1.41923
N 3.74211 1.20676 -1.06954
C 0.04297 1.65458 -0.84183
C -0.83621 0.63782 -0.60023
C -2.29068 0.77026 -0.75630
C -3.02001 1.95119 -1.12338
C -4.36644 1.64373 -1.12041
O -4.48647 0.30913 -0.75857
N -3.15362 -0.19670 -0.53483
H -2.94171 -4.49627 2.74648
H -1.39426 -3.98954 4.47803
H 0.47784 -2.34136 4.07681
H 0.94622 -1.52316 1.83140
H 0.26894 -2.51409 -0.86145
H -1.39820 -1.97896 -1.07232
H 3.65907 4.90350 -1.69392
H 5.73641 3.70286 -1.93462
H 5.75851 1.24492 -1.43928
H -0.16764 2.70440 -0.97093
H -2.55788 2.89872 -1.35472
H -5.20370 2.27094 -1.36079
```

Summary:
- E_LUMO (eV) = 0.46
- highest occupied orbital energy (Ha) = -0.3306
- 2S+1 = 1
- relative energy (zero: lowest compared OMol25 entry of this formula, charge and spin) (kcal per mole) = 0.0
- total energy (eV) = -39841.822
- HOMO-LUMO gap (eV) = 9.45



(3)
Computed, not measured: a structure of composition C12H12B3CrF16O12 at a distorted geometry, with the ωB97M-V functional and the def2-TZVPD basis.

Geometry as XYZ:
```
56
C12H12B3CrF16O12, DFT the ωB97M-V functional and the def2-TZVPD basis
Cr -14.55879 7.01418 2.02634
B -11.92758 6.01365 1.86553
F -11.82543 5.40332 0.67249
F -12.58205 7.34062 1.43520
F -13.25833 5.45009 2.49735
F -10.84732 6.01596 2.70943
B -16.51776 8.47069 -1.62234
F -15.25456 6.47268 0.51064
F -17.55716 9.18023 -1.19965
F -15.43310 9.09515 -1.85082
F -16.75228 7.27642 -2.00371
B -15.91094 7.45193 4.35252
F -16.19273 6.75870 3.08401
F -16.29184 6.60769 5.41505
F -14.43383 7.46854 4.14529
F -16.25330 8.73218 4.29867
C -18.94652 6.27132 3.74054
C -19.89457 5.17324 3.29358
O -19.66716 5.15731 1.94200
C -18.96620 6.29409 1.57516
O -18.47421 6.43779 0.51757
O -18.88727 7.14613 2.62127
F -21.25590 5.40804 3.48962
H -17.94710 5.96729 3.98996
H -19.33534 6.84006 4.58317
H -19.68707 4.16137 3.76611
C -18.08561 10.13022 1.69790
C -17.26275 11.40015 1.96028
O -15.89920 10.90349 1.93260
C -15.87134 9.61041 1.74681
O -14.82271 8.98093 1.88759
O -17.04085 9.13159 1.49959
F -17.48863 11.85560 3.27133
H -18.68219 10.12790 0.78467
H -18.71456 9.70937 2.58723
H -17.36898 12.26522 1.40385
C -23.49947 8.11881 -0.72641
C -22.78828 8.60107 -2.02828
O -21.51719 8.89960 -1.63653
C -21.47848 8.93942 -0.28194
O -20.53245 9.36376 0.29172
O -22.60352 8.46862 0.24325
F -23.32779 9.77233 -2.43476
H -23.59863 7.11928 -0.66785
H -24.42585 8.63868 -0.60332
H -22.88769 7.87575 -2.80457
C -16.01582 5.26641 -3.47115
C -17.49379 4.83045 -3.34292
O -17.53594 3.67358 -4.18925
C -16.36827 3.57697 -4.92262
O -16.20514 2.78839 -5.81487
O -15.56027 4.57451 -4.60830
F -18.31705 5.69226 -3.92766
H -15.42840 4.91010 -2.63495
H -15.80234 6.29671 -3.65862
H -17.89980 4.64128 -2.37635
```

Summary:
- E_LUMO (spin up / spin down) (eV) = -2.21 / -1.18
- highest occupied orbital energy (spin up / spin down) (Ha) = -0.4052 / -0.4052
- 2S+1 = 4
- total energy (eV) = -111157.643
- HOMO-LUMO gap (spin up / spin down) (eV) = 8.81 / 9.84



(4)
Computed, not measured: a structure of composition C6H14NP2 at a distorted geometry, with the ωB97M-V functional and the def2-TZVPD basis.

Geometry as XYZ:
```
23
C6H14NP2, DFT the ωB97M-V functional and the def2-TZVPD basis
C 0.79676 -0.86911 -1.52836
C 1.74211 2.56504 0.77673
C 0.68783 -1.62637 -0.46960
C 1.35785 2.31468 -0.30257
C -0.28845 -1.47633 0.63557
C -1.15888 0.86931 0.56007
N -1.38441 -0.52740 0.37618
P 0.67979 -0.79786 2.16497
P -2.15282 2.16984 0.29828
H 1.63849 -0.97405 -2.17551
H 0.28280 -0.04533 -1.88168
H 1.98549 2.37630 1.74912
H -2.34535 -0.93845 -2.36225
H 1.56860 -2.20139 -0.38826
H 1.12253 2.39888 -1.44408
H -0.63842 -2.41189 1.09557
H -0.08861 1.00355 0.88817
H -1.65180 -0.56605 -0.55993
H -2.25439 -0.81815 0.80237
H 1.50186 -0.12816 1.31901
H 1.58083 -1.91818 2.25010
H -1.82839 -1.57627 -2.22352
H -1.15341 3.17738 0.41960
```

Summary:
- E_LUMO (eV) = -4.29
- highest occupied orbital energy (Ha) = -0.4894
- 2S+1 = 1
- charge = +1
- relative energy (zero: lowest compared OMol25 entry of this formula, charge and spin) (kcal per mole) = 86.5
- total energy (eV) = -26502.435
- HOMO-LUMO gap (eV) = 9.03



What did the second record say?
Computed, not measured: the molecule C17H12ClN5O at a distorted geometry, with the ωB97M-V functional and the def2-TZVPD basis.

Geometry as XYZ:
```
36
C17H12ClN5O, DFT the ωB97M-V functional and the def2-TZVPD basis
Cl -3.03933 -3.58468 -0.06836
C -1.94136 -3.22803 1.22560
C -2.13760 -3.81299 2.49802
C -1.23114 -3.52267 3.51831
C -0.17212 -2.64096 3.29217
C 0.05057 -2.12152 2.02212
C -0.83700 -2.41364 0.94403
C -0.53444 -1.91762 -0.44172
N -0.05971 -0.50780 -0.46320
N 1.25309 -0.14770 -0.45552
C 1.36529 1.12168 -0.72856
C 2.58807 1.85363 -1.01682
N 2.50288 3.18535 -1.28538
C 3.64588 3.83854 -1.58744
C 4.85813 3.19449 -1.67361
C 4.87355 1.84520 -1.41923
N 3.74211 1.20676 -1.06954
C 0.04297 1.65458 -0.84183
C -0.83621 0.63782 -0.60023
C -2.29068 0.77026 -0.75630
C -3.02001 1.95119 -1.12338
C -4.36644 1.64373 -1.12041
O -4.48647 0.30913 -0.75857
N -3.15362 -0.19670 -0.53483
H -2.94171 -4.49627 2.74648
H -1.39426 -3.98954 4.47803
H 0.47784 -2.34136 4.07681
H 0.94622 -1.52316 1.83140
H 0.26894 -2.51409 -0.86145
H -1.39820 -1.97896 -1.07232
H 3.65907 4.90350 -1.69392
H 5.73641 3.70286 -1.93462
H 5.75851 1.24492 -1.43928
H -0.16764 2.70440 -0.97093
H -2.55788 2.89872 -1.35472
H -5.20370 2.27094 -1.36079
```

Summary:
- E_LUMO (eV) = 0.46
- highest occupied orbital energy (Ha) = -0.3306
- 2S+1 = 1
- relative energy (zero: lowest compared OMol25 entry of this formula, charge and spin) (kcal per mole) = 0.0
- total energy (eV) = -39841.822
- HOMO-LUMO gap (eV) = 9.45